Formula: C10H10N2S
Source: OMol25
Level of theory: ωB97M-V/def2-TZVPD

Values from the calculation:
Energy above the lowest of the compared OMol25 structures with the same formula, charge and spin = 0.0 kJ/mol
Energy = -24348.1686 eV
HOMO level = -7.831 eV
SMILES = Cc1sc(N)nc1-c1ccccc1

CARTESIAN COORDINATES (ANGSTROEM)
C 0.596 2.529 0.416
C 1.035 1.130 0.148
S 2.732 0.736 0.106
C 2.304 -0.940 -0.146
N 3.268 -1.923 -0.231
N 1.045 -1.190 -0.186
C 0.302 -0.022 -0.021
C -1.168 -0.109 -0.032
C -1.770 -1.268 0.497
C -3.162 -1.390 0.505
C -3.961 -0.379 -0.011
C -3.373 0.760 -0.564
C -1.988 0.882 -0.580
H 1.275 3.043 1.130
H 0.584 3.183 -0.482
H -0.404 2.558 0.851
H 4.149 -1.662 -0.690
H 2.927 -2.785 -0.578
H -1.150 -2.033 0.882
H -3.593 -2.293 0.923
H -5.046 -0.477 -0.030
H -3.989 1.530 -1.005
H -1.539 1.780 -1.044



Formula: C10H10N3O
Source: OMol25
Level of theory: ωB97M-V/def2-TZVPD

Values from the calculation:
Total charge = +1
Energy above the lowest of the compared OMol25 structures with the same formula, charge and spin = 216.6 kJ/mol
Energy = -17039.8703 eV
HOMO level (alpha / beta) = -13.002 / -13.002 eV

CARTESIAN COORDINATES (ANGSTROEM)
C -1.618 -3.920 0.290
C 0.025 3.024 0.457
C 0.316 2.180 1.532
C -0.616 2.432 -0.667
C 0.012 0.843 1.431
C -0.905 1.148 -0.723
C -0.635 0.316 0.338
C 0.609 -1.805 -0.336
C -2.006 -2.887 -0.616
C -0.782 -1.161 0.325
N -1.378 -4.593 1.194
N 0.271 -2.705 -1.149
N 1.688 -1.174 0.047
O -1.812 -1.611 -0.501
H 0.364 4.060 0.369
H 0.925 2.602 2.323
H -0.797 3.061 -1.506
H 0.203 0.156 2.167
H -1.289 0.720 -1.677
H -2.624 -3.306 -1.410
H -0.763 -1.806 1.260
H 0.837 -3.349 -1.587
H 1.606 -0.162 0.304
H 2.621 -1.476 -0.187